Entry 1:
The following is a DFT calculation (ωB97M-V/def2-TZVPD) of a 5-piece molecular cluster, C44H92F3N2O10P overall in a non-equilibrium geometry.

```
! wB97M-V def2-TZVPD RIJCOSX def2/J DEFGRID3
* xyz 0 1
C 2.54174 -2.58671 0.13547
C 3.31167 -1.28406 -0.05843
C 3.05453 -0.34208 1.12098
O 2.14386 0.71144 0.83417
C 1.00186 0.97603 1.54554
C 0.92954 2.53793 1.63224
O -0.36320 2.98347 1.32260
O -0.20889 4.33315 0.86897
O -0.18965 0.59024 0.84804
C -0.19820 0.40446 -0.51082
C 0.20796 1.54419 -1.39727
F 0.38940 -0.75925 -0.91348
P -2.01766 0.08661 -0.90333
N -2.24407 -0.09499 -2.45384
C 0.81967 0.34530 2.96133
C 0.36553 -1.09665 2.81916
O 0.21537 -1.66171 4.11659
C 0.20447 -3.02412 4.08173
C -0.84713 -3.69289 3.25210
O 0.98880 -3.66321 4.73886
O 1.95368 0.26902 3.73930
C 2.91829 1.31316 3.72224
C 4.18976 0.75269 4.35318
C 5.46838 1.28073 3.70496
C 6.51866 0.20621 3.43664
C 7.53837 0.75415 2.43030
C 7.14062 0.49474 1.01796
O 7.09307 -0.88693 0.73847
C 7.07718 -1.12027 -0.63508
N -0.21836 1.14226 3.69978
C 0.03667 1.33856 5.08851
O 0.13611 0.55395 5.98214
F 0.14238 2.65242 5.31948
C -1.57995 0.76822 3.54335
O -2.22897 0.00409 4.23573
F -2.16544 1.40082 2.53001
H 1.50449 -2.39027 0.36547
H 2.54181 -3.18616 -0.76314
H 2.93649 -3.13722 0.97517
H 4.35558 -1.54847 -0.00335
H 3.04420 -0.81455 -0.99078
H 2.85080 -0.95137 1.98819
H 4.01150 0.12091 1.33911
H 1.26609 2.93257 2.58474
H 1.60250 2.92484 0.87765
H -1.09550 4.69041 0.94243
H 1.14999 1.98249 -1.10521
H 0.27502 1.23136 -2.42506
H -0.53280 2.32631 -1.34136
H -2.75164 1.15298 -0.35258
H -2.29336 -1.10938 -0.20755
H -2.89317 0.61906 -2.75642
H -0.53298 -1.20089 2.22366
H 1.13219 -1.66549 2.31511
H -1.45476 -2.99140 2.69497
H -0.41004 -4.38387 2.54892
H -1.51418 -4.23776 3.89799
H 3.16683 1.71114 2.74793
H 2.58895 2.13458 4.35126
H 4.14051 -0.31982 4.21948
H 4.20368 0.94827 5.41268
H 5.26756 1.78028 2.76235
H 5.89643 2.04123 4.34225
H 7.02286 -0.01019 4.36547
H 6.08164 -0.68253 3.00321
H 8.54020 0.39089 2.60918
H 7.56267 1.82930 2.56698
H 6.18479 0.94816 0.74618
H 7.87206 0.94648 0.34722
H 7.93710 -0.66639 -1.12445
H 6.17785 -0.71812 -1.10346
H 7.10075 -2.18336 -0.81334
C -4.78963 -3.57344 4.37769
C -5.86868 -4.64739 4.47720
C -5.37275 -6.03845 4.08551
C -4.89472 -6.16811 2.63841
C -5.93204 -5.79487 1.58114
C -7.17292 -6.68276 1.60776
H -4.42843 -3.45957 3.35395
H -5.17822 -2.60615 4.69744
H -3.93839 -3.81951 5.01627
H -6.72752 -4.36248 3.86365
H -6.22937 -4.68801 5.50797
H -6.16964 -6.76326 4.27310
H -4.54945 -6.32195 4.74869
H -4.57413 -7.20113 2.47139
H -4.00293 -5.55133 2.49102
H -5.46503 -5.87356 0.59584
H -6.22889 -4.74848 1.69399
H -6.90382 -7.72974 1.45449
H -7.86469 -6.39427 0.81448
H -7.70677 -6.60241 2.55560
C 4.67154 2.14993 -2.38831
C 5.52102 2.96374 -3.36097
C 6.99533 3.01087 -2.97355
C 7.26596 3.69421 -1.63281
C 6.77847 5.13856 -1.52822
C 7.44999 6.08145 -2.52259
H 4.67905 2.57911 -1.38402
H 3.63334 2.11890 -2.72470
H 5.03366 1.12109 -2.32625
H 5.11852 3.97549 -3.44536
H 5.43564 2.51527 -4.35413
H 7.56546 3.51571 -3.75800
H 7.38174 1.98678 -2.93826
H 8.34458 3.67336 -1.44545
H 6.81189 3.11035 -0.82613
H 6.97704 5.49720 -0.51494
H 5.69301 5.18260 -1.65926
H 8.53279 6.08528 -2.38341
H 7.09104 7.10241 -2.38642
H 7.24082 5.79592 -3.55456
C 1.92445 5.43508 -2.16163
C 2.77026 6.04972 -3.27608
C 2.75220 7.57674 -3.28245
C 1.37855 8.20323 -3.52502
C 0.70033 7.78360 -4.82795
C 1.48089 8.18601 -6.07621
H 0.87012 5.69319 -2.26864
H 2.00066 4.34597 -2.18378
H 2.26452 5.77450 -1.18104
H 2.44189 5.66082 -4.24374
H 3.80350 5.71781 -3.14484
H 3.45568 7.93444 -4.03952
H 3.13493 7.94081 -2.32372
H 1.48910 9.29198 -3.51762
H 0.71536 7.96499 -2.68867
H -0.28863 8.24723 -4.86745
H 0.53009 6.70356 -4.83568
H 1.62760 9.26731 -6.11030
H 0.94189 7.89261 -6.97780
H 2.46118 7.70878 -6.11113
C -12.00197 -6.89905 -4.55261
C -11.15889 -5.63497 -4.40721
C -9.71204 -5.91397 -4.00347
C -9.54132 -6.59130 -2.64302
C -10.15096 -5.83407 -1.46482
C -9.52737 -4.45944 -1.23853
H -12.08140 -7.44258 -3.61021
H -13.01452 -6.65035 -4.87309
H -11.57068 -7.57025 -5.29779
H -11.63057 -4.96058 -3.68754
H -11.15317 -5.10603 -5.36359
H -9.15494 -4.97310 -4.01505
H -9.24613 -6.54598 -4.76570
H -8.47140 -6.73131 -2.45841
H -9.97192 -7.59583 -2.67806
H -10.01517 -6.43475 -0.56141
H -11.23075 -5.72810 -1.59927
H -8.45307 -4.54618 -1.06069
H -9.97473 -3.97645 -0.36865
H -9.67864 -3.80043 -2.09433
*
```

Properties
**SMILES string**: CCCO[C@@](COO)(O[C@@](C)(F)[PH2]=N)[C@@](COC(C)=O)(OCCCCCCOC)N(C(=O)F)C(=O)F.CCCCCC.CCCCCC.CCCCCC.CCCCCC
**Kohn-Sham gap**: 9.119 eV
**HOMO level**: -8.7919 eV
**Max |F|**: 3.08 eV/Å
**LUMO energy**: 0.3 eV

---

Entry 2:
The following is a DFT calculation (ωB97M-V/def2-TZVPD) of C12H18AsNO9SSiTi as an isolated structure.

```
! wB97M-V def2-TZVPD RIJCOSX def2/J DEFGRID3
* xyz -1 2
Ti 0.39641 0.22299 0.84293
O 0.57699 -2.99130 -1.56809
As -0.84478 -2.30604 -0.79967
O -2.19659 -2.64511 -1.64482
O -0.58718 -0.64470 -0.64931
C -0.95362 -3.24631 0.91270
C -2.15700 -3.93948 1.05211
C -2.39065 -4.75261 2.15005
C -1.41401 -4.89302 3.12516
C -0.22058 -4.20321 3.00488
C 0.01332 -3.37829 1.91051
S 1.60855 -2.56085 1.94301
O 2.58650 -3.57784 1.65234
O 1.69693 -1.92984 3.23661
O 1.51213 -1.56759 0.82051
H 1.34787 -2.64919 -1.08755
H -2.89317 -3.83463 0.26459
H -3.33210 -5.28081 2.23792
H -1.58467 -5.52840 3.98546
H 0.54141 -4.28052 3.76967
O 2.02515 1.44690 1.56339
C 2.42109 1.61829 0.38094
O 1.79351 1.12573 -0.59171
H 3.33001 2.21001 0.19766
C -3.62931 0.10021 2.39415
Si -1.98727 0.10925 3.30218
C -1.90313 -1.33643 4.47701
C -1.79371 1.72166 4.23708
O -0.79245 -0.01536 2.19754
H -4.47810 0.04196 3.08013
H -3.66758 -0.76206 1.72329
H -3.74197 1.00660 1.79326
H -2.60155 -1.21268 5.30953
H -0.89131 -1.43404 4.87669
H -2.14651 -2.26734 3.96004
H -2.59788 1.86971 4.96259
H -1.79940 2.56309 3.54011
H -0.84124 1.73800 4.77081
C -2.81450 1.34379 -1.37748
C -1.77985 1.85645 -0.49929
N -0.92189 2.15750 0.20078
H -2.66325 1.73046 -2.38489
H -3.79653 1.63939 -1.01274
H -2.72449 0.25529 -1.40560
*
```

Properties
**Energy relative to the best compared isomer or geometry (same formula, charge and spin)**: 12.1 kJ/mol
**Kohn-Sham gap (spin up / spin down)**: 7.576 / 9.429 eV
**HOMO level (spin up / spin down)**: -4.9337 / -6.7883 eV
**Max |F|**: 0.57 eV/Å
**LUMO energy (spin up / spin down)**: 2.6 / 2.6 eV